111
Properties=species:S:1:pos:R:3:lowdin_charge:R:1 method="wB97M-V/def2-TZVPD" s_squared=0.753 relative_energy_kj_mol=0.0 homo_lumo_gap_ha="0.17682 / 0.17102" charge=-2 spin_multiplicity=2
C -1.91940 -5.27970 6.25698 -0.141
C -2.14867 -3.90839 4.15787 -0.078
H -1.90669 -1.10383 6.74529 0.100
H -2.88894 -5.74472 6.46939 0.122
H -3.89419 -3.41456 6.53521 0.152
N -3.09639 1.04906 -2.12689 -0.069
S 0.41920 3.95481 -0.81461 0.236
H -2.81993 3.18255 -6.59983 0.067
C -2.02061 2.45031 -6.73093 -0.080
C -1.40976 -4.77807 2.01515 0.068
C 0.46605 5.09434 -4.13081 -0.091
H 3.49389 3.67853 -1.16957 0.045
C 4.93430 -1.70456 -0.74805 -0.067
C 4.72173 6.15277 -0.74773 -0.064
C -0.25781 1.51389 -5.17352 -0.079
C 1.12829 -1.83177 -1.29413 -0.216
H 1.55063 0.99334 3.78477 0.096
H 1.87287 -3.72037 -3.22371 0.106
C -2.48895 1.65281 -4.37896 -0.006
C 1.04968 -1.14368 1.19701 -0.196
C -3.16066 -1.77018 4.22921 0.020
H 5.62361 -1.19591 -1.42733 0.071
H -2.39022 1.67913 -7.41547 0.065
C -2.10390 1.12402 -3.15916 -0.119
C 0.45763 -1.16419 -0.15307 -0.287
C 0.15119 0.95901 -3.97891 -0.020
H -0.07701 4.33888 -3.56421 0.038
C -4.95938 1.48665 -1.03257 -0.049
C 1.93707 5.11564 -3.73846 -0.469
H -2.42808 -3.73937 -3.21141 0.097
C 0.83107 -0.19921 -1.27136 -0.316
Ir -1.56176 -0.86863 -0.48067 1.217
C -1.17992 -6.10848 4.00835 0.031
H 4.74479 3.56027 0.08521 0.077
N -0.43506 0.19673 -1.74450 -0.081
C 3.73298 3.91571 -0.13362 -0.094
H 3.93572 5.59599 1.15744 0.131
C -2.90089 -2.98170 6.35161 -0.318
H -3.94765 2.95141 -2.39105 0.128
H 2.46188 5.78783 -4.42888 0.130
H 4.59477 7.22958 -0.63142 0.079
C -3.52335 -0.17049 2.38916 -0.683
C 1.43951 -2.32254 1.83299 -0.045
C -1.85832 -3.92398 6.93664 -0.158
P 1.24531 5.71502 -1.13161 -0.234
C -4.03086 1.98999 -1.91450 -0.063
H -0.84903 -7.03321 4.46506 0.121
C 1.90330 -1.12596 3.86817 -0.130
H -0.86759 -3.47958 6.80193 0.134
H 0.39364 4.85263 -5.19541 0.072
H 2.08144 3.06238 -3.12675 0.035
H 4.59300 5.90362 -1.79999 0.065
C -1.98512 -3.75120 2.77508 -0.034
H 1.19049 0.69318 -3.82993 0.104
C -1.37589 -3.58810 -3.03220 -0.152
C 0.81931 -3.59461 -3.05294 -0.083
C -2.35472 -2.49743 2.09023 -0.276
C 1.10145 0.04919 1.92150 -0.011
O 2.41052 6.02945 -0.04001 -0.353
H 2.14019 -3.24970 3.63505 0.087
C -1.74387 -5.11001 4.77383 -0.147
H -2.03951 -4.01727 8.00918 0.115
H 5.73235 5.87742 -0.43239 0.069
O 2.21929 5.68035 -2.45105 -0.353
H -1.18969 2.95645 -7.22623 0.063
H -3.53440 1.90790 -4.52012 0.113
C 1.52567 0.05707 3.23985 -0.089
H 2.82137 -3.21544 -1.33747 0.104
H 5.04155 -2.78175 -0.88441 0.065
H 1.84642 1.69680 -1.43885 0.044
C 3.51415 -1.26422 -0.98295 -0.280
C 2.54357 -2.17058 -1.23062 -0.014
H -3.69650 -1.03383 4.80797 0.124
C -0.26981 -4.21926 -3.62136 -0.085
C -1.02468 -5.92645 2.63977 -0.264
C -2.81725 -1.62548 7.04352 -0.050
H 2.22788 -1.11715 4.90271 0.080
H 4.07660 0.83679 -0.93617 0.099
H 5.24552 -1.46217 0.27165 0.077
C -4.48686 0.20892 -0.72822 -0.156
H -1.27286 -4.61967 0.95353 0.136
H 2.44487 3.33408 -4.83652 0.073
O -4.58925 0.21844 2.90768 -0.043
C 3.69266 5.41751 0.10387 -0.467
N 0.34828 -2.67919 -2.18062 -0.048
H -0.26163 -5.00034 -4.36205 0.076
H 3.63747 3.78822 -3.59801 0.073
N -0.99116 -2.64949 -2.18165 0.048
H 1.39792 -3.25533 1.28000 0.113
H -2.79040 -1.78623 8.12240 0.078
H 0.47885 1.67353 -5.95566 0.102
O -2.80367 0.37856 1.53537 -0.057
C -3.00166 -1.51692 2.91196 -0.019
H -5.80029 1.99607 -0.59859 0.090
H -1.15214 -5.95145 6.64641 0.114
O -2.09476 -2.41308 0.88016 -0.127
H 3.02235 3.38980 0.50140 0.060
C 3.24105 0.14985 -1.01926 -0.044
S 0.12077 7.33250 -1.17163 0.077
C 1.85586 -2.31824 3.15679 -0.113
H 0.77498 0.96589 1.44252 0.125
H -3.66725 -0.98272 6.82802 0.075
H -4.87668 -0.49555 -0.01352 0.108
N -3.36901 -0.07272 -1.38707 -0.060
C 2.57082 3.73728 -3.82883 -0.065
C 2.00744 0.63579 -1.26914 -0.017
F -0.46139 -6.93387 1.92497 0.039
C -0.75407 0.74722 -2.91589 -0.233
C -1.58282 1.87491 -5.40965 -0.309
H 0.00597 6.06472 -3.94661 0.051
N -2.70678 -2.87229 4.89587 0.017